# 1
Density functional theory data (wB97M-V/def2-TZVPD) for a cluster of 2 separate species, C10H24BrO5P2S in total.

Each line ends with the Mulliken charge.
Geometry (Å):
C (3.568, 1.997, -0.757)  -1.107
C (3.620, 3.174, -1.729)  -0.423
C (2.351, 4.051, -1.845)  -0.781
C (1.369, 4.022, -0.669)  -0.925
C (0.390, 2.843, -0.711)  0.021
C (-0.798, 3.116, 0.198)  -0.935
S (-2.213, 1.962, 0.051)  -0.055
P (-1.209, 0.054, -0.574)  0.397
O (-2.605, -0.751, -0.491)  -0.328
O (-0.617, -0.082, 0.926)  -0.415
P (-3.437, 2.961, -1.556)  0.384
O (-2.198, 3.467, -2.463)  -0.404
Br (-4.128, 1.225, -2.666)  -0.085
H (4.554, 1.537, -0.685)  0.413
H (3.284, 2.293, 0.253)  0.297
H (2.889, 1.213, -1.103)  0.209
H (3.850, 2.774, -2.717)  0.274
H (4.465, 3.809, -1.460)  0.327
H (1.807, 3.770, -2.752)  0.355
H (2.656, 5.087, -1.997)  0.354
H (1.910, 3.998, 0.280)  0.324
H (0.799, 4.956, -0.667)  0.496
H (0.057, 2.669, -1.736)  0.452
H (0.902, 1.942, -0.367)  -0.005
H (-0.536, 3.062, 1.254)  0.535
H (-1.228, 4.099, 0.001)  0.554
H (-2.583, -1.561, -1.014)  0.350
H (0.207, -0.587, 0.953)  0.345
H (-2.322, 4.370, -2.782)  0.368
O (1.218, -6.490, 1.204)  -0.537
C (0.143, -6.081, 1.529)  0.706
O (-0.402, -5.076, 0.785)  -0.374
C (-1.710, -4.557, 1.012)  -0.368
C (-1.707, -3.472, 2.068)  -0.770
C (-0.590, -6.583, 2.748)  -0.882
H (-2.425, -5.348, 1.238)  0.356
H (-1.998, -4.146, 0.043)  0.213
H (-1.433, -3.860, 3.049)  0.324
H (-2.691, -3.009, 2.149)  0.350
H (-0.983, -2.703, 1.801)  0.120
H (-0.223, -6.030, 3.613)  0.250
H (-0.328, -7.628, 2.882)  0.312
H (-1.671, -6.484, 2.706)  0.304

- total charge = +1
- E_tot (Ha) = -4426.37799
- gap between HOMO and LUMO (eV) = 8.30


# 2
Density functional theory data (wB97M-V/def2-TZVPD) for a structure of composition C2H9N2S2 at a distorted geometry.

Each line ends with the Mulliken charge.
Geometry (Å):
C (-0.343, 0.512, 0.753)  -0.776
C (0.622, -0.255, 1.692)  0.288
N (0.353, 0.988, -0.447)  -0.353
N (-0.568, -0.642, -2.112)  -0.773
S (-0.014, -0.036, 3.252)  -0.148
S (1.623, -1.341, 1.110)  -0.187
H (-1.111, -0.120, 0.360)  0.240
H (-0.801, 1.326, 1.186)  0.520
H (-0.055, 0.294, -1.311)  0.463
H (-0.947, -0.088, -2.806)  0.313
H (-1.325, -1.187, -1.753)  0.301
H (0.284, 1.955, -0.739)  0.342
H (0.093, -1.166, -2.699)  0.296
H (0.866, -1.011, 3.808)  0.204
H (1.324, 0.772, -0.293)  0.270

- total charge = +1
- E_tot (Ha) = -987.21429
- gap between HOMO and LUMO (eV) = 8.74
- ΔE to the lowest compared entry with this formula, charge and spin (kcal per mole) = 29.5


# 3
Density functional theory data (wB97M-V/def2-TZVPD) for a structure of composition C47H64BIN2PPt at a distorted geometry.

Each line ends with the Mulliken charge.
Geometry (Å):
Pt (0.647, -0.218, -0.310)  0.487
C (1.144, -4.396, 0.648)  -1.165
C (0.861, -3.413, 1.786)  -0.810
P (-0.149, -1.959, 1.252)  0.650
C (-0.794, -1.353, 2.873)  0.308
C (-1.466, -2.294, 3.871)  -1.377
C (-1.530, -2.805, 0.370)  1.052
C (-2.311, -3.935, 1.040)  -1.956
H (1.862, -5.158, 0.958)  0.464
H (1.550, -3.896, -0.233)  0.076
H (0.232, -4.909, 0.337)  0.258
H (1.791, -3.001, 2.189)  0.420
H (0.370, -3.941, 2.607)  0.544
H (-1.452, -0.517, 2.636)  -0.363
H (0.086, -0.895, 3.332)  0.259
H (-2.385, -2.728, 3.476)  0.191
H (-1.727, -1.748, 4.783)  0.447
H (-0.810, -3.115, 4.166)  0.338
H (-1.057, -3.164, -0.551)  -0.342
H (-2.195, -2.011, 0.034)  -0.820
H (-1.667, -4.614, 1.607)  0.387
H (-2.843, -4.526, 0.290)  0.393
H (-3.063, -3.540, 1.725)  0.319
I (2.766, 0.108, 2.712)  -0.245
C (2.232, 0.671, 0.638)  -1.742
H (3.215, 0.698, 0.186)  0.590
H (1.881, 1.692, 0.800)  0.600
C (-0.741, -3.142, -3.924)  -1.491
C (-1.541, -1.844, -3.856)  1.940
C (-2.082, -1.464, -5.237)  -1.761
C (-2.667, -1.867, -2.841)  0.856
C (-3.456, -2.999, -2.656)  -0.158
C (-4.508, -2.996, -1.755)  -1.507
C (-4.792, -1.846, -1.034)  -0.281
C (-4.030, -0.693, -1.197)  0.703
C (-4.332, 0.539, -0.361)  1.377
C (-5.825, 0.854, -0.272)  -1.985
C (-3.714, 0.375, 1.027)  -0.955
C (-2.951, -0.719, -2.094)  -1.121
N (-2.127, 0.428, -2.225)  0.875
B (-0.915, 0.775, -1.439)  0.828
N (-0.839, 2.207, -1.745)  0.842
C (-1.858, 2.614, -2.604)  -1.079
C (-2.630, 1.547, -2.896)  -1.249
C (0.051, 3.156, -1.182)  -0.462
C (1.200, 3.511, -1.893)  0.291
C (2.056, 4.466, -1.351)  -0.728
C (1.798, 5.032, -0.112)  -1.421
C (0.680, 4.634, 0.604)  -0.357
C (-0.209, 3.697, 0.086)  0.804
C (-1.398, 3.257, 0.921)  2.397
C (-0.936, 2.432, 2.124)  -1.236
C (-2.257, 4.442, 1.368)  -1.963
C (1.516, 2.834, -3.216)  2.606
C (2.951, 2.301, -3.257)  -1.628
C (1.242, 3.766, -4.399)  -1.799
H (0.130, -3.011, -4.574)  0.342
H (-1.333, -3.967, -4.332)  0.561
H (-0.380, -3.432, -2.935)  0.046
H (-0.861, -1.058, -3.539)  -0.647
H (-2.766, -2.234, -5.609)  0.384
H (-1.263, -1.360, -5.954)  0.433
H (-2.625, -0.518, -5.197)  0.305
H (-3.239, -3.900, -3.220)  0.309
H (-5.105, -3.890, -1.613)  0.344
H (-5.616, -1.847, -0.327)  0.274
H (-3.843, 1.389, -0.836)  -0.263
H (-6.354, 0.140, 0.366)  0.369
H (-6.298, 0.839, -1.257)  0.401
H (-5.971, 1.846, 0.163)  0.466
H (-4.118, -0.508, 1.534)  0.446
H (-3.912, 1.252, 1.654)  0.675
H (-2.634, 0.255, 0.926)  -0.364
H (-1.956, 3.636, -2.939)  0.557
H (-3.516, 1.502, -3.515)  0.386
H (2.948, 4.756, -1.894)  0.373
H (2.480, 5.764, 0.304)  0.360
H (0.497, 5.055, 1.587)  0.269
H (-2.015, 2.611, 0.296)  -1.058
H (-0.238, 3.000, 2.747)  0.447
H (-0.427, 1.521, 1.798)  -0.220
H (-1.788, 2.141, 2.747)  0.450
H (-1.737, 5.060, 2.107)  0.339
H (-3.181, 4.085, 1.831)  0.431
H (-2.523, 5.081, 0.522)  0.406
H (0.849, 1.975, -3.292)  -0.891
H (3.685, 3.112, -3.246)  0.325
H (3.119, 1.718, -4.168)  0.541
H (3.141, 1.652, -2.395)  0.136
H (1.906, 4.637, -4.367)  0.365
H (0.212, 4.127, -4.391)  0.313
H (1.414, 3.245, -5.346)  0.406
C (3.150, -2.359, -6.571)  -0.623
C (3.364, -3.000, -5.356)  -0.678
C (2.871, -2.461, -4.178)  0.356
C (2.160, -1.255, -4.181)  0.147
C (1.931, -0.637, -5.413)  -0.037
C (2.424, -1.176, -6.594)  -1.021
C (1.577, -0.645, -2.969)  0.399
C (2.049, -0.600, -1.703)  0.761
C (3.476, -0.978, -1.444)  -0.287
C (4.501, -0.466, -2.244)  0.080
C (5.827, -0.804, -2.018)  -1.149
C (6.162, -1.669, -0.984)  -0.708
C (5.158, -2.170, -0.169)  -0.992
C (3.835, -1.814, -0.390)  0.568
H (3.533, -2.785, -7.490)  0.377
H (3.915, -3.933, -5.326)  0.400
H (3.031, -2.977, -3.239)  0.268
H (1.352, 0.282, -5.437)  0.562
H (2.237, -0.671, -7.535)  0.407
H (0.614, -0.172, -3.138)  -1.064
H (4.251, 0.203, -3.059)  0.279
H (6.601, -0.387, -2.651)  0.403
H (7.198, -1.929, -0.801)  0.329
H (5.402, -2.816, 0.668)  0.421
H (3.061, -2.142, 0.284)  0.483

- total charge = -1
- E_tot (Ha) = -2722.18056
- gap between HOMO and LUMO (eV) = 5.96
- ΔE to the lowest compared entry with this formula, charge and spin (kcal per mole) = 31.6